(1)
Here is a molecular structure, C49H113N7O10 at a distorted geometry from OMol25. Energies are from ωB97M-V with the def2-TZVPD basis set.

* strongest force on any atom: 16.7 eV/Å
* energy: -83503.2423 eV
* highest occupied orbital energy: -7.4 eV
* energy relative to the best compared isomer or geometry (same formula, charge and spin): 3821.6 kJ/mol
* Kohn-Sham gap: 7.97 eV
* lowest unoccupied orbital energy: 0.6 eV

Each line ends with the Löwdin charge.
Geometry (Å):
C  1.868  3.885  1.710  -0.01
C  2.111  4.306  0.198  -0.42
C  1.417  5.585  -0.189  -0.24
O  1.446  5.850  -1.528  -0.15
C  0.437  5.243  -2.388  -0.08
N  3.524  4.465  0.051  0.06
H  0.862  3.554  1.968  0.05
H  1.934  4.772  2.341  0.04
H  2.484  3.011  1.924  0.05
H  1.613  3.547  -0.405  0.06
H  1.947  6.380  0.335  0.10
H  0.443  5.398  0.262  0.14
H  0.308  4.164  -2.313  0.05
H  0.723  5.331  -3.436  0.11
H  -0.545  5.625  -2.107  0.10
H  3.767  4.973  -0.787  0.08
H  3.763  5.118  0.784  0.08
C  -1.304  -3.828  2.413  -0.07
O  -1.538  -3.698  1.022  -0.20
C  -0.643  -4.551  0.327  -0.13
C  -0.649  -3.875  -1.108  -0.14
N  -1.948  -3.929  -1.805  -0.01
C  -2.414  -5.264  -2.231  -0.15
C  -3.807  -5.008  -2.821  -0.17
O  -4.711  -4.505  -1.852  -0.19
C  -6.133  -4.629  -2.140  -0.08
H  -2.296  -3.767  2.860  0.11
H  -0.706  -2.989  2.768  0.03
H  -0.644  -4.585  2.836  0.11
H  -0.806  -5.618  0.172  0.13
H  0.298  -4.446  0.868  0.13
H  0.104  -4.322  -1.756  0.15
H  -0.478  -2.819  -0.898  0.00
H  -2.637  -3.626  -1.131  0.14
H  -2.479  -5.921  -1.363  0.15
H  -1.661  -5.624  -2.932  0.12
H  -4.173  -5.966  -3.189  0.13
H  -3.771  -4.213  -3.567  0.12
H  -6.306  -4.267  -3.154  0.08
H  -6.839  -4.079  -1.518  0.08
H  -6.606  -5.597  -1.969  0.08
C  2.204  -2.080  3.544  -0.10
O  1.357  -2.982  4.271  -0.22
C  0.885  -2.564  5.574  -0.13
C  -0.082  -1.382  5.350  -0.20
N  -0.914  -1.203  6.537  -0.04
C  -1.643  0.055  6.527  -0.20
C  -2.761  -0.222  7.623  -0.11
O  -3.414  -1.507  7.248  -0.23
C  -4.811  -1.552  7.118  -0.13
H  2.261  -2.476  2.530  0.10
H  3.191  -2.135  4.003  0.10
H  1.739  -1.097  3.634  0.05
H  1.824  -2.410  6.106  0.12
H  0.395  -3.394  6.083  0.12
H  -0.618  -1.482  4.406  0.10
H  0.501  -0.462  5.387  0.11
H  -1.642  -1.902  6.571  0.09
H  -2.155  0.167  5.571  0.03
H  -0.989  0.920  6.633  0.12
H  -3.565  0.514  7.645  0.10
H  -2.464  -0.200  8.672  0.11
H  -5.262  -1.244  8.062  0.09
H  -5.265  -2.463  6.730  0.09
H  -5.226  -0.872  6.374  0.08
C  -2.369  0.410  3.744  -0.15
O  -2.461  1.805  3.682  -0.17
C  -2.447  2.524  4.862  -0.20
C  -2.769  4.008  4.344  -0.15
N  -1.554  4.526  3.637  -0.03
C  -0.721  5.177  4.678  -0.21
C  0.132  6.400  4.345  -0.17
O  1.469  6.020  3.825  -0.23
C  1.878  6.940  2.727  -0.09
H  -2.640  -0.059  2.798  0.13
H  -3.257  0.061  4.271  0.11
H  -1.464  0.126  4.281  0.00
H  -1.446  2.422  5.280  0.10
H  -3.154  2.171  5.614  0.12
H  -3.283  4.538  5.146  0.11
H  -3.588  3.881  3.636  0.10
H  -0.998  3.773  3.257  0.06
H  -0.059  4.426  5.108  0.12
H  -1.437  5.530  5.420  0.11
H  0.481  6.815  5.290  0.12
H  -0.394  7.133  3.733  0.12
H  1.430  6.673  1.769  0.03
H  2.933  6.815  2.482  0.09
H  1.694  7.978  3.002  0.09
C  5.555  0.517  -3.921  -0.03
C  4.042  0.867  -4.306  -0.47
C  3.168  -0.400  -3.931  -0.09
C  2.902  -0.515  -2.435  -0.13
C  2.218  0.871  -1.989  -0.12
C  3.077  2.126  -2.353  -0.38
N  3.731  2.101  -3.681  -0.12
O  4.598  3.200  -3.858  0.01
C  2.254  3.442  -2.231  -0.06
C  4.097  2.135  -1.241  -0.05
C  4.019  1.128  -5.794  -0.04
H  6.336  1.137  -4.362  0.08
H  5.932  -0.495  -4.069  0.08
H  5.654  0.598  -2.838  0.06
H  2.111  -0.347  -4.191  0.09
H  3.432  -1.361  -4.373  0.12
H  3.767  -0.830  -1.852  0.13
H  2.159  -1.294  -2.266  0.03
H  1.979  0.868  -0.926  0.06
H  1.211  0.803  -2.400  0.05
H  1.364  3.380  -2.857  0.07
H  1.695  3.489  -1.296  -0.01
H  2.938  4.284  -2.331  0.11
H  4.750  2.994  -1.395  0.08
H  3.652  2.224  -0.250  0.07
H  4.743  1.271  -1.084  0.08
H  4.524  0.253  -6.202  0.08
H  4.628  1.938  -6.197  0.08
H  3.027  1.157  -6.245  0.08
H  5.473  2.879  -3.629  0.08
C  1.309  -2.484  -3.407  -0.01
C  -0.166  -2.193  -3.714  -0.31
C  -0.467  -1.004  -4.717  -0.12
C  -0.310  -1.392  -6.195  -0.15
C  -1.123  -2.690  -6.498  -0.12
C  -0.959  -3.895  -5.538  -0.44
N  -0.979  -3.418  -4.104  -0.03
O  -0.931  -4.468  -3.221  -0.20
C  -2.246  -4.761  -5.791  -0.03
C  0.322  -4.714  -5.878  -0.02
C  -0.844  -1.731  -2.395  -0.14
H  1.709  -1.596  -2.918  -0.04
H  2.028  -2.538  -4.225  0.08
H  1.497  -3.250  -2.655  0.11
H  -1.432  -0.529  -4.543  0.12
H  0.183  -0.162  -4.476  0.09
H  0.755  -1.534  -6.376  0.11
H  -0.686  -0.510  -6.713  0.11
H  -0.733  -2.972  -7.476  0.11
H  -2.194  -2.514  -6.596  0.11
H  -2.252  -5.281  -6.749  0.09
H  -2.324  -5.511  -5.004  0.06
H  -3.213  -4.266  -5.701  0.07
H  0.313  -5.654  -5.327  0.08
H  0.701  -4.745  -6.900  0.08
H  1.127  -4.189  -5.365  0.05
H  -0.560  -0.722  -2.098  0.05
H  -0.506  -2.363  -1.573  -0.03
H  -1.924  -1.583  -2.389  0.14
H  -1.813  -4.465  -2.842  -0.20
C  -0.148  0.942  -1.469  -0.06
C  -1.063  0.549  -0.276  -0.39
C  -1.311  -0.964  -0.209  -0.14
C  -0.190  -1.789  0.366  -0.18
C  0.274  -1.327  1.711  -0.09
C  0.415  0.211  1.851  -0.39
N  -0.582  0.997  1.058  -0.07
O  -0.628  2.402  1.096  -0.02
C  0.149  0.596  3.278  -0.07
C  1.819  0.670  1.439  0.02
C  -2.501  1.052  -0.584  -0.02
H  -0.333  0.555  -2.472  0.09
H  0.871  0.559  -1.420  -0.02
H  0.077  2.001  -1.349  0.11
H  -2.257  -1.161  0.296  0.14
H  -1.377  -1.371  -1.218  -0.02
H  0.600  -1.617  -0.365  0.15
H  -0.448  -2.846  0.306  0.03
H  1.305  -1.619  1.911  0.05
H  -0.321  -1.888  2.432  0.06
H  1.018  0.300  3.866  0.07
H  0.140  1.683  3.356  0.10
H  -0.621  0.045  3.818  -0.02
H  2.172  1.635  1.805  0.05
H  2.562  -0.064  1.751  0.10
H  1.828  0.773  0.354  0.06
H  -3.051  1.302  0.323  0.08
H  -3.096  0.386  -1.209  0.09
H  -2.521  2.004  -1.115  0.08
H  -1.581  2.489  1.171  0.09

(2)
Here is a molecular structure, C49H119HgN10O15 at a distorted geometry from OMol25. Energies are from ωB97M-V with the def2-TZVPD basis set.

* net charge: -1
* strongest force on any atom: 6.6 eV/Å
* energy: -102513.7186 eV
* highest occupied orbital energy: -4.1 eV
* Kohn-Sham gap: 1.97 eV
* lowest unoccupied orbital energy: -2.1 eV

Each line ends with the Löwdin charge.
Geometry (Å):
Hg  3.205  -2.700  1.588  0.25
C  -1.043  0.835  1.104  -0.07
C  -0.753  0.259  -0.321  -0.60
C  -0.743  1.368  -1.391  -0.10
O  0.381  -0.552  -0.387  -0.21
H  -0.243  1.465  1.492  0.07
H  -1.143  0.007  1.807  0.06
H  -2.007  1.342  1.133  0.06
H  -1.581  -0.331  -0.715  0.11
H  0.147  1.974  -1.224  0.06
H  -1.569  2.079  -1.355  0.06
H  -0.741  0.978  -2.408  0.06
C  0.090  -1.297  7.155  0.10
C  -1.042  -1.732  7.953  -0.33
C  -1.705  -3.069  7.459  -0.31
O  -2.681  -3.505  8.054  0.09
C  -1.214  -3.691  6.236  0.11
C  -0.130  -3.213  5.594  -0.32
C  0.539  -1.965  6.075  -0.34
O  1.618  -1.537  5.466  0.01
O  0.130  -3.851  4.478  0.03
O  -1.421  -1.248  8.996  0.10
H  0.621  -0.397  7.427  0.13
H  -1.749  -4.530  5.818  0.14
C  1.959  9.727  -6.827  -0.08
C  0.517  9.465  -6.576  -0.43
C  0.145  9.258  -5.017  -0.19
O  0.889  8.334  -4.231  -0.17
C  0.439  7.021  -4.480  -0.12
N  -0.204  10.605  -7.176  0.03
H  2.269  10.509  -6.133  0.09
H  2.210  9.934  -7.867  0.08
H  2.563  8.842  -6.628  0.08
H  0.128  8.605  -7.121  0.13
H  -0.923  9.053  -4.959  0.11
H  0.235  10.139  -4.382  0.12
H  -0.505  6.766  -3.997  0.09
H  1.224  6.333  -4.170  0.09
H  0.287  6.756  -5.526  0.08
H  -0.204  11.301  -6.444  0.06
H  -1.142  10.236  -7.120  0.06
C  5.033  4.125  6.399  -0.06
C  4.066  4.929  5.502  -0.47
C  4.711  6.156  4.935  -0.20
O  5.031  7.134  5.930  -0.21
C  5.548  8.338  5.340  -0.11
N  3.660  4.016  4.482  0.04
H  4.552  3.230  6.793  0.07
H  5.333  4.846  7.160  0.07
H  5.934  3.765  5.903  0.08
H  3.243  5.268  6.131  0.14
H  3.929  6.658  4.365  0.12
H  5.671  6.041  4.430  0.13
H  6.599  8.186  5.092  0.08
H  5.435  9.204  5.992  0.08
H  4.974  8.636  4.463  0.08
H  3.261  3.179  4.883  0.08
H  2.755  4.359  4.193  0.07
C  8.629  -4.137  2.143  -0.11
C  7.463  -3.533  1.497  -0.50
C  7.376  -3.876  0.004  -0.18
O  6.115  -3.306  -0.303  -0.31
C  5.795  -3.159  -1.671  -0.11
N  6.363  -3.960  2.308  0.02
H  8.829  -3.779  3.152  0.09
H  9.562  -3.838  1.665  0.07
H  8.677  -5.225  2.087  0.09
H  7.480  -2.455  1.655  0.14
H  7.306  -4.950  -0.165  0.13
H  8.243  -3.501  -0.540  0.12
H  5.388  -4.097  -2.051  0.09
H  6.685  -2.890  -2.240  0.07
H  5.130  -2.297  -1.615  0.09
H  6.734  -4.897  2.239  0.06
H  6.528  -3.786  3.289  0.07
C  -6.671  -1.558  3.473  -0.06
C  -7.791  -1.462  2.475  -0.48
C  -9.074  -1.060  3.114  -0.19
O  -9.637  -2.006  4.061  -0.17
C  -10.743  -1.529  4.712  -0.16
N  -7.378  -0.513  1.463  0.04
H  -6.822  -2.438  4.099  0.08
H  -6.660  -0.723  4.173  0.09
H  -5.703  -1.705  2.994  0.08
H  -7.918  -2.470  2.080  0.14
H  -9.781  -0.796  2.327  0.12
H  -8.869  -0.152  3.680  0.12
H  -10.593  -0.685  5.386  0.09
H  -11.056  -2.299  5.418  0.09
H  -11.533  -1.325  3.990  0.09
H  -6.474  -0.774  1.097  0.07
H  -8.023  -0.445  0.689  0.07
C  -1.745  4.350  5.571  -0.06
C  -1.526  5.811  5.974  -0.45
C  -1.389  6.621  4.707  -0.22
O  -0.537  5.929  3.767  -0.22
C  -0.439  6.526  2.440  -0.07
N  -2.599  6.215  6.877  0.04
H  -2.080  3.799  6.450  0.08
H  -0.817  3.904  5.215  0.08
H  -2.536  4.262  4.826  0.08
H  -0.541  5.824  6.442  0.13
H  -0.954  7.573  5.010  0.11
H  -2.358  6.949  4.332  0.12
H  -0.113  7.544  2.654  0.08
H  -1.413  6.505  1.951  0.08
H  0.357  6.033  1.881  0.09
H  -2.757  7.209  6.955  0.06
H  -3.511  5.875  6.606  0.07
C  5.907  2.596  -0.902  -0.07
C  6.450  1.569  0.018  -0.46
C  7.493  2.090  1.049  -0.21
O  8.714  2.562  0.462  -0.20
C  9.393  1.361  -0.071  -0.08
N  5.387  0.892  0.795  0.06
H  6.611  3.081  -1.578  0.08
H  5.454  3.368  -0.279  0.09
H  5.180  2.151  -1.582  0.08
H  6.919  0.790  -0.583  0.12
H  7.805  1.458  1.881  0.12
H  7.074  2.933  1.599  0.12
H  9.235  0.481  0.552  0.08
H  10.431  1.674  0.037  0.08
H  9.107  1.195  -1.110  0.08
H  5.125  1.534  1.530  0.06
H  4.635  1.239  0.216  0.05
C  2.538  -8.384  1.049  -0.06
C  2.794  -7.869  -0.392  -0.42
C  2.111  -8.694  -1.479  -0.19
O  2.504  -10.088  -1.396  -0.21
C  3.704  -10.457  -2.136  -0.09
N  2.337  -6.474  -0.340  0.04
H  3.162  -7.943  1.826  0.08
H  2.620  -9.465  1.163  0.06
H  1.480  -8.230  1.262  0.07
H  3.867  -7.920  -0.580  0.12
H  2.266  -8.301  -2.484  0.12
H  1.032  -8.798  -1.360  0.12
H  3.882  -11.501  -1.882  0.08
H  4.517  -10.007  -1.567  0.07
H  3.813  -10.238  -3.199  0.08
H  1.922  -6.384  -1.256  0.05
H  1.433  -6.349  0.093  0.06
C  -0.059  -4.914  -6.818  -0.06
C  0.591  -3.660  -6.071  -0.39
C  0.024  -2.292  -6.463  -0.17
O  0.224  -2.177  -7.932  -0.20
C  -0.027  -0.845  -8.420  -0.12
N  0.372  -3.918  -4.621  0.03
H  0.464  -5.806  -6.473  0.07
H  0.015  -4.697  -7.884  0.06
H  -1.131  -5.065  -6.685  0.06
H  1.654  -3.716  -6.304  0.13
H  0.689  -1.626  -5.913  0.11
H  -0.979  -2.022  -6.133  0.12
H  0.448  -0.675  -9.386  0.08
H  0.400  -0.098  -7.750  0.07
H  -1.049  -0.480  -8.317  0.08
H  -0.581  -4.198  -4.441  0.06
H  0.476  -3.062  -4.095  0.06
C  -4.037  -7.946  -2.544  -0.06
C  -4.359  -6.701  -1.757  -0.46
C  -3.791  -6.698  -0.286  -0.17
O  -4.369  -7.836  0.410  -0.20
C  -3.966  -7.838  1.797  -0.10
N  -3.908  -5.576  -2.551  0.02
H  -4.588  -8.774  -2.098  0.08
H  -3.009  -8.236  -2.327  0.08
H  -4.315  -7.726  -3.575  0.07
H  -5.437  -6.616  -1.623  0.13
H  -4.142  -5.740  0.098  0.11
H  -2.702  -6.681  -0.243  0.12
H  -4.374  -7.040  2.417  0.09
H  -2.877  -7.796  1.815  0.08
H  -4.103  -8.837  2.211  0.08
H  -4.299  -5.645  -3.480  0.06
H  -4.339  -4.743  -2.177  0.07
C  -8.990  3.233  -5.331  -0.09
C  -8.280  2.113  -4.647  -0.45
C  -6.928  2.622  -4.129  -0.16
O  -6.217  3.275  -5.237  -0.21
C  -5.410  2.359  -6.018  -0.09
N  -9.171  1.593  -3.594  0.03
H  -9.079  4.095  -4.671  0.09
H  -10.000  2.955  -5.634  0.08
H  -8.464  3.564  -6.226  0.08
H  -8.176  1.354  -5.423  0.13
H  -6.359  1.855  -3.603  0.12
H  -7.106  3.452  -3.445  0.12
H  -6.116  1.834  -6.662  0.08
H  -4.795  1.676  -5.433  0.08
H  -4.654  2.858  -6.625  0.08
H  -10.109  1.749  -3.934  0.05
H  -9.175  2.270  -2.844  0.06